The following is a quantum chemistry calculation of the molecule C4H6N2O, from OMol25.

Cartesian coordinates (Å):
C (1.43774, -0.93523, 1.47421)
C (0.83845, -0.35635, 0.22365)
C (-0.56008, -0.27386, 0.05418)
C (-0.71537, 0.51340, -1.03969)
N (-1.89700, 1.01607, -1.53560)
O (0.47012, 0.80347, -1.57841)
N (1.49112, 0.23917, -0.74640)
H (2.51100, -1.11852, 1.43237)
H (1.24091, -0.23792, 2.29916)
H (0.92213, -1.86826, 1.72602)
H (-1.33069, -0.74997, 0.63335)
H (-2.55325, 1.16428, -0.77992)
H (-1.85510, 1.80372, -2.16291)

The calculation puts the highest occupied orbital energy at -8.6 eV. The molar mass comes out at 98.105 g mol⁻¹. The relative energy (zero: lowest compared OMol25 entry of this formula, charge and spin) comes out at 177.16 kJ/mol. The HOMO-LUMO gap comes out at 9.46 eV. Its lowest unoccupied orbital energy is 0.032 Eh. The SMILES is Cc1cc(N)on1.

These are the Löwdin partial charges, in e, on atoms 1 to 8:
1 C -0.030
2 C -0.374
3 C -0.010
4 C -0.408
5 N 0.141
6 O 0.009
7 N 0.116
8 H 0.077

The following is a quantum chemistry calculation of the ion C7H12 with charge +1 in a non-equilibrium geometry, from OMol25.

Cartesian coordinates (Å):
C (0.41043, 2.48773, 0.79274)
C (0.38501, 1.38890, -0.29709)
C (-0.26845, 0.05815, 0.06415)
C (-1.43979, 0.16812, 0.78136)
C (0.18933, -1.36321, -1.75411)
C (0.36116, -1.17421, -0.40161)
C (0.46659, -2.41142, 0.43001)
H (0.26244, 2.10556, 1.78893)
H (-0.30876, 3.23656, 0.47715)
H (1.37251, 2.97543, 0.66596)
H (-0.32334, 1.75913, -1.03761)
H (1.37378, 1.27723, -0.76053)
H (-2.38277, -0.24953, 0.46460)
H (-1.51957, 1.04477, 1.41229)
H (0.32071, -2.36620, -2.13689)
H (-0.50986, -0.79504, -2.35056)
H (1.27445, -2.21035, 1.18319)
H (-0.55061, -2.69551, 0.79458)
H (0.88672, -3.23611, -0.11657)

Its net charge is +1. The calculation puts the highest occupied orbital energy (spin up / spin down) at -14.4 / -14.5 eV. The molar mass comes out at 96.173 g mol⁻¹. The relative energy (zero: lowest compared OMol25 entry of this formula, charge and spin) comes out at 195.40 kJ/mol. The spin multiplicity is 2. The HOMO-LUMO gap (spin up / spin down) comes out at 9.25 / 7.04 eV. Its lowest unoccupied orbital energy (spin up / spin down) is -0.191 / -0.276 Eh.

These are the Löwdin partial charges, in e, on atoms 1 to 8:
1 C -0.054
2 C -0.152
3 C -0.150
4 C 0.238
5 C 0.165
6 C -0.271
7 C -0.029
8 H 0.079

The following is a quantum chemistry calculation of a cluster of 15 separate species, C60H165N15O15 in total in a non-equilibrium geometry, from OMol25.

Cartesian coordinates (Å):
C (1.14549, -4.48845, 0.07695)
C (0.03410, -3.93653, -0.77658)
C (-0.59817, -4.85248, -1.95511)
O (0.32236, -4.87388, -3.04892)
C (-0.04999, -5.76575, -4.09374)
N (-1.08827, -3.44973, 0.07311)
H (1.27134, -3.90362, 0.98812)
H (2.09841, -4.54952, -0.44871)
H (0.89586, -5.49644, 0.40820)
H (0.40362, -3.06096, -1.31038)
H (-1.58170, -4.51469, -2.28172)
H (-0.70306, -5.85591, -1.54252)
H (0.53309, -5.38597, -4.93272)
H (-1.11335, -5.77886, -4.33289)
H (0.21715, -6.81505, -3.96844)
H (-0.74296, -2.73785, 0.70086)
H (-1.49808, -4.17700, 0.64166)
C (3.90817, 0.00712, 5.04471)
C (4.97393, -0.84075, 5.82435)
C (4.44046, -2.26613, 6.33486)
O (3.54500, -2.13368, 7.45605)
C (2.81024, -3.34720, 7.65389)
N (6.09353, -0.99359, 4.93704)
H (2.98128, 0.05990, 5.61584)
H (3.61920, -0.31501, 4.04430)
H (4.38235, 0.98038, 4.91818)
H (5.25288, -0.28127, 6.71725)
H (5.31103, -2.83138, 6.66757)
H (4.03543, -2.76841, 5.45636)
H (2.58192, -3.37129, 8.71944)
H (3.45358, -4.20874, 7.47508)
H (2.00704, -3.37041, 6.91740)
H (5.77624, -1.62810, 4.21813)
H (6.73513, -1.59851, 5.42949)
C (-0.78787, 2.39718, -7.57262)
C (-0.96061, 1.06467, -6.79997)
C (-0.15360, 1.02416, -5.50494)
O (-0.41644, -0.23506, -4.95142)
C (0.37193, -0.52498, -3.78471)
N (-2.39775, 1.04123, -6.56514)
H (-1.00086, 3.33787, -7.06484)
H (-1.32630, 2.42850, -8.51984)
H (0.25641, 2.44802, -7.88080)
H (-0.72419, 0.22366, -7.45181)
H (-0.41251, 1.88873, -4.89373)
H (0.89032, 1.19154, -5.77010)
H (0.34160, 0.34014, -3.12234)
H (1.39153, -0.81003, -4.04408)
H (-0.05046, -1.32592, -3.17792)
H (-2.60699, 0.40048, -5.81297)
H (-2.80539, 1.94636, -6.37889)
C (3.96236, -3.54477, 2.07120)
C (5.36371, -3.87394, 2.65969)
C (5.97572, -5.16515, 2.17536)
O (7.21724, -5.17584, 2.84413)
C (8.00913, -6.36187, 2.61286)
N (6.08972, -2.72050, 2.10854)
H (3.40331, -4.44001, 2.34339)
H (3.90548, -3.55702, 0.98276)
H (3.32347, -2.76832, 2.49198)
H (5.31085, -3.91831, 3.74750)
H (6.10258, -5.28836, 1.09981)
H (5.31842, -5.93206, 2.58509)
H (8.81463, -6.32363, 3.34621)
H (8.56761, -6.33259, 1.67726)
H (7.28866, -7.17809, 2.66596)
H (6.26409, -2.89089, 1.12841)
H (7.03363, -2.84087, 2.44713)
C (3.51251, -1.09703, -2.54165)
C (4.85804, -1.13245, -1.70908)
C (5.52350, -2.49005, -1.85675)
O (6.61146, -2.47959, -0.92888)
C (7.40465, -3.56241, -0.94580)
N (5.82571, -0.11234, -2.17722)
H (3.50812, -1.41344, -3.58471)
H (3.18934, -0.05996, -2.45154)
H (2.80955, -1.79507, -2.08701)
H (4.64793, -0.94075, -0.65684)
H (5.84129, -2.75495, -2.86519)
H (4.82545, -3.26688, -1.54472)
H (6.84429, -4.46922, -0.71824)
H (8.15066, -3.52903, -0.15179)
H (7.92801, -3.74581, -1.88419)
H (6.69750, -0.57624, -1.96538)
H (5.75630, -0.22796, -3.17818)
C (1.67001, -0.46071, 0.25135)
C (0.55883, 0.01574, 1.17230)
C (-0.74438, 0.37999, 0.37662)
O (-0.59232, 1.50730, -0.44998)
C (-1.69792, 1.61645, -1.33745)
N (0.42452, -1.00268, 2.17677)
H (1.77328, 0.35706, -0.46186)
H (1.48858, -1.40019, -0.27073)
H (2.64299, -0.61963, 0.71627)
H (0.79891, 0.93651, 1.70394)
H (-1.52841, 0.51599, 1.12153)
H (-1.14307, -0.47918, -0.16280)
H (-1.67895, 2.52240, -1.94327)
H (-2.71271, 1.55316, -0.94464)
H (-1.65062, 0.82654, -2.08705)
H (-0.21260, -0.61607, 2.85846)
H (1.31450, -1.10790, 2.64257)
C (-1.48907, 5.72147, 2.16592)
C (-1.26059, 4.65264, 1.06854)
C (-0.69269, 5.27116, -0.19575)
O (-1.67871, 6.00717, -0.86503)
C (-1.24146, 6.31937, -2.18261)
N (-0.39442, 3.54911, 1.56226)
H (-0.53246, 6.16080, 2.44876)
H (-1.94997, 5.19852, 3.00389)
H (-2.25922, 6.43558, 1.87432)
H (-2.21289, 4.16996, 0.84888)
H (-0.25122, 4.49274, -0.81807)
H (0.07742, 6.00688, 0.03606)
H (-1.14207, 5.40516, -2.76780)
H (-0.28601, 6.84387, -2.17276)
H (-1.87473, 7.12731, -2.54910)
H (-0.82643, 3.10875, 2.36197)
H (-0.29877, 2.78119, 0.91323)
C (-4.24978, 3.70300, -3.83938)
C (-4.76244, 4.00947, -5.23612)
C (-4.79371, 5.51119, -5.45526)
O (-3.41191, 5.93246, -5.63636)
C (-3.19213, 7.29410, -5.66500)
N (-3.87365, 3.45626, -6.25622)
H (-4.94128, 4.16633, -3.13563)
H (-3.25097, 4.11603, -3.69843)
H (-4.18613, 2.61858, -3.74937)
H (-5.80950, 3.74172, -5.37785)
H (-5.32888, 6.04414, -4.66935)
H (-5.21530, 5.72329, -6.43780)
H (-3.37098, 7.67927, -4.66114)
H (-3.69893, 7.78567, -6.49542)
H (-2.12400, 7.31968, -5.88076)
H (-4.24843, 3.54506, -7.18990)
H (-3.13280, 4.14008, -6.31656)
C (2.01011, 3.26126, -2.58602)
C (2.28550, 3.50071, -4.12279)
C (1.57245, 4.79009, -4.55688)
O (1.61307, 5.02230, -6.02165)
C (0.90004, 6.19860, -6.29230)
N (3.75397, 3.57374, -4.30612)
H (0.97940, 2.92954, -2.46078)
H (2.17207, 4.12543, -1.94174)
H (2.66150, 2.45620, -2.24591)
H (1.84745, 2.70371, -4.72362)
H (1.94436, 5.67201, -4.03535)
H (0.54601, 4.75983, -4.19134)
H (-0.18384, 6.13671, -6.19493)
H (1.16411, 6.43558, -7.32293)
H (1.20669, 6.97160, -5.58765)
H (4.11473, 2.63666, -4.19736)
H (4.19171, 3.93673, -3.47141)
C (-7.13563, 2.14122, -2.70424)
C (-6.38297, 0.97386, -1.93429)
C (-7.03554, 0.53595, -0.60119)
O (-7.02611, 1.70389, 0.23410)
C (-7.87469, 1.47509, 1.36655)
N (-6.49139, -0.16198, -2.79941)
H (-6.94148, 3.11736, -2.25977)
H (-8.20101, 1.97211, -2.86064)
H (-6.76370, 2.31463, -3.71403)
H (-5.34434, 1.30387, -1.95521)
H (-6.32405, -0.13133, -0.11474)
H (-7.98703, 0.03495, -0.77943)
H (-8.87339, 1.10580, 1.13346)
H (-8.07493, 2.38169, 1.93757)
H (-7.47714, 0.78021, 2.10628)
H (-6.14673, 0.11433, -3.70768)
H (-5.80193, -0.85976, -2.55890)
C (-4.15369, 1.52248, 2.11473)
C (-3.76534, 2.69103, 3.05030)
C (-4.80171, 3.85507, 2.82249)
O (-4.47686, 4.90010, 3.72034)
C (-5.21084, 6.09943, 3.49056)
N (-3.73838, 2.25768, 4.47451)
H (-3.67682, 0.56860, 2.34013)
H (-4.01395, 1.80108, 1.07023)
H (-5.20181, 1.32276, 2.33761)
H (-2.82560, 3.09377, 2.67242)
H (-5.77879, 3.43805, 3.06648)
H (-4.80305, 4.22308, 1.79649)
H (-4.94754, 6.56247, 2.53958)
H (-5.10579, 6.88423, 4.23966)
H (-6.23358, 5.75122, 3.34611)
H (-3.84643, 3.13049, 4.97112)
H (-4.53882, 1.66539, 4.64359)
C (4.08119, -7.74376, 4.84410)
C (3.54780, -6.95804, 6.03697)
C (2.18914, -6.28126, 5.74854)
O (2.35756, -5.19955, 4.81177)
C (1.26183, -4.64815, 4.27614)
N (3.46869, -7.90577, 7.13899)
H (3.58028, -8.67292, 4.57238)
H (5.14709, -7.97114, 4.82779)
H (3.97662, -7.14554, 3.93895)
H (4.25705, -6.14160, 6.17301)
H (1.75662, -5.93908, 6.68872)
H (1.45589, -6.98966, 5.36304)
H (0.71480, -5.39617, 3.70228)
H (1.59432, -3.90850, 3.54781)
H (0.72965, -4.15857, 5.09173)
H (3.26023, -7.27503, 7.89978)
H (4.33635, -8.38813, 7.32501)
C (-1.88103, -2.62322, 4.14442)
C (-2.75595, -1.44800, 4.09253)
C (-4.21307, -1.82527, 3.75578)
O (-4.39874, -2.14160, 2.37389)
C (-5.76619, -2.55597, 2.03447)
N (-2.64097, -0.70276, 5.36166)
H (-1.81984, -3.15719, 3.19614)
H (-2.34221, -3.31970, 4.84465)
H (-0.89085, -2.40782, 4.54596)
H (-2.43641, -0.82154, 3.25974)
H (-4.70012, -0.86115, 3.90199)
H (-4.61843, -2.57804, 4.43188)
H (-6.06881, -3.39694, 2.65840)
H (-5.91193, -2.79087, 0.98011)
H (-6.51788, -1.77738, 2.16436)
H (-3.06690, 0.21202, 5.40495)
H (-3.24921, -1.16521, 6.02217)
C (4.61486, 4.91886, 2.31937)
C (3.46600, 4.06759, 1.85429)
C (3.69225, 2.55245, 2.18278)
O (4.81685, 2.03896, 1.56022)
C (5.08364, 0.69553, 1.79065)
N (2.26124, 4.63303, 2.46684)
H (4.37652, 5.94252, 2.03052)
H (5.56940, 4.69806, 1.84168)
H (4.77246, 4.75831, 3.38590)
H (3.51499, 4.20244, 0.77376)
H (2.82389, 2.05010, 1.75652)
H (3.56525, 2.34014, 3.24433)
H (5.98123, 0.35461, 1.27471)
H (4.35052, -0.06748, 1.52905)
H (5.34877, 0.56710, 2.84009)
H (1.40650, 4.27250, 2.06743)
H (2.22022, 4.27825, 3.41158)
C (-2.67111, -3.20442, -5.39863)
C (-3.62603, -2.41267, -4.50138)
C (-3.36683, -2.60379, -2.97124)
O (-4.18496, -1.78921, -2.14489)
C (-3.80921, -1.80997, -0.80941)
N (-3.38844, -1.00453, -4.72924)
H (-2.82932, -4.28109, -5.33664)
H (-1.65266, -3.07909, -5.03098)
H (-2.59357, -2.88598, -6.43819)
H (-4.64727, -2.75076, -4.67716)
H (-2.32077, -2.44330, -2.71027)
H (-3.59272, -3.63974, -2.71852)
H (-2.87560, -1.25546, -0.71460)
H (-3.81226, -2.75000, -0.25764)
H (-4.41160, -1.17801, -0.15684)
H (-2.37988, -1.04291, -4.76733)
H (-3.67070, -0.67227, -3.81817)

The calculation puts the highest occupied orbital energy at -7.8 eV. The molar mass comes out at 1337.070 g mol⁻¹. The relative energy (zero: lowest compared OMol25 entry of this formula, charge and spin) comes out at 639.82 kJ/mol. The HOMO-LUMO gap comes out at 8.30 eV. Its lowest unoccupied orbital energy is 0.017 Eh.

These are the Löwdin partial charges, in e, on atoms 1 to 8:
1 C -0.068
2 C -0.377
3 C -0.154
4 O -0.196
5 C -0.112
6 N 0.055
7 H 0.053
8 H 0.072

The following is a quantum chemistry calculation of a cluster of 2 separate species, H2N2S in total in a non-equilibrium geometry, from OMol25.

Cartesian coordinates (Å):
N (-0.17427, -0.63120, 0.17030)
N (0.27291, 0.70103, 0.14871)
S (0.28743, -0.12662, -1.36657)
H (-1.58125, -0.68074, 0.44827)
H (1.19519, 0.73754, 0.59929)

The calculation puts the highest occupied orbital energy at -8.8 eV. The molar mass comes out at 62.097 g mol⁻¹. The relative energy (zero: lowest compared OMol25 entry of this formula, charge and spin) comes out at 139.49 kJ/mol. The HOMO-LUMO gap comes out at 8.83 eV. Its lowest unoccupied orbital energy is 0.000 Eh.

Let us look at the Löwdin charges, expressed in e, one per atom:
1 N -0.531
2 N -0.434
3 S 0.698
4 H 0.214
5 H 0.053

The following is a quantum chemistry calculation of a structure of composition C21H16O4PSZr, from OMol25.

Cartesian coordinates (Å):
Zr (0.59536, -1.14549, 1.20084)
O (0.85845, -3.20282, 0.84595)
C (0.93920, -2.87135, -0.40007)
O (0.10225, -2.00780, -0.79532)
C (2.21321, -3.09055, -1.11701)
C (2.50455, -4.11200, -2.00223)
C (3.76160, -4.15891, -2.58510)
C (4.70695, -3.19058, -2.27822)
C (4.41294, -2.16748, -1.38949)
C (3.15893, -2.10836, -0.79571)
S (2.84087, -0.76196, 0.35324)
H (1.75911, -4.86129, -2.23230)
H (4.00126, -4.95324, -3.27795)
H (5.68749, -3.23032, -2.73272)
H (5.15138, -1.41468, -1.14778)
O (-0.40952, 0.30409, 4.97672)
C (-0.23006, 0.41746, 3.80956)
O (0.34793, -0.55629, 3.05115)
C (-0.64257, 1.64648, 2.99879)
P (-0.46252, 1.33342, 1.20774)
C (-0.64845, 2.84212, 0.26517)
C (0.42168, 3.26191, -0.52315)
C (0.31319, 4.43567, -1.25479)
C (-0.85613, 5.17849, -1.19753)
C (-1.92547, 4.75758, -0.41404)
C (-1.82691, 3.58846, 0.31861)
C (-1.81628, 0.19967, 0.74490)
C (-2.13925, 0.11922, -0.61774)
C (-3.01048, -0.85109, -1.07485)
C (-3.55148, -1.77730, -0.19060)
C (-3.23581, -1.71717, 1.15660)
C (-2.37456, -0.73260, 1.63365)
H (0.02974, 2.46437, 3.26964)
H (-1.64925, 1.94497, 3.29266)
H (1.32948, 2.67194, -0.56312)
H (1.13912, 4.76786, -1.86859)
H (-0.93902, 6.09345, -1.76879)
H (-2.83459, 5.34212, -0.37726)
H (-2.66213, 3.25330, 0.92229)
H (-1.70493, 0.82533, -1.31557)
H (-3.26140, -0.89322, -2.12596)
H (-4.22526, -2.54270, -0.55091)
H (-3.67178, -2.42471, 1.84901)
H (-2.19681, -0.67597, 2.70028)

Its net charge is +1. The calculation puts the highest occupied orbital energy at -11.7 eV. The molar mass comes out at 486.620 g mol⁻¹. The relative energy (zero: lowest compared OMol25 entry of this formula, charge and spin) comes out at 20.65 kJ/mol. The HOMO-LUMO gap comes out at 7.52 eV. Its lowest unoccupied orbital energy is -0.153 Eh.

These are the Löwdin partial charges, in e, on atoms 1 to 8:
1 Zr 1.552
2 O -0.093
3 C -0.595
4 O -0.055
5 C -0.170
6 C -0.003
7 C -0.052
8 C -0.052

The following is a quantum chemistry calculation of the molecule C3H8N2 in a non-equilibrium geometry, from OMol25.

Cartesian coordinates (Å):
H (2.38893, -2.69868, -0.94598)
N (1.62977, -2.03013, -1.03246)
C (1.13309, -1.32074, -0.12685)
N (0.14260, -0.41958, -0.37767)
C (-0.22026, 0.60632, 0.58879)
C (-1.46697, 1.35238, 0.12253)
H (1.42312, -1.35274, 0.93328)
H (0.07619, -0.13814, -1.33654)
H (0.59487, 1.30151, 0.78715)
H (-0.47393, 0.08281, 1.51337)
H (-2.33375, 0.73025, 0.31564)
H (-1.36739, 1.52298, -0.95706)
H (-1.52628, 2.36376, 0.51580)

The calculation puts the highest occupied orbital energy at -8.8 eV. The molar mass comes out at 72.111 g mol⁻¹. The relative energy (zero: lowest compared OMol25 entry of this formula, charge and spin) comes out at 136.42 kJ/mol. The HOMO-LUMO gap comes out at 9.96 eV. Its lowest unoccupied orbital energy is 0.041 Eh. The SMILES is [H]/N=C/NCC.

These are the Löwdin partial charges, in e, on atoms 1 to 8:
1 H 0.036
2 N 0.062
3 C -0.364
4 N -0.033
5 C -0.279
6 C -0.091
7 H 0.123
8 H 0.117